{"formula": "C43H72AlNO30P", "method": "wB97M-V/def2-TZVPD", "species": ["C", "P", "C", "Al", "C", "N", "H", "H", "H", "H", "H", "H", "H", "H", "H", "H", "H", "H", "C", "C", "C", "O", "C", "O", "O", "H", "H", "H", "H", "H", "H", "C", "C", "C", "O", "C", "O", "O", "H", "H", "H", "H", "H", "H", "C", "C", "C", "O", "C", "O", "O", "H", "H", "H", "H", "H", "H", "C", "C", "C", "O", "C", "O", "O", "H", "H", "H", "H", "H", "H", "C", "C", "C", "O", "C", "O", "O", "H", "H", "H", "H", "H", "H", "C", "C", "C", "O", "C", "O", "O", "H", "H", "H", "H", "H", "H", "C", "C", "C", "O", "C", "O", "O", "H", "H", "H", "H", "H", "H", "C", "C", "C", "O", "C", "O", "O", "H", "H", "H", "H", "H", "H", "C", "C", "C", "O", "C", "O", "O", "H", "H", "H", "H", "H", "H", "C", "C", "C", "O", "C", "O", "O", "H", "H", "H", "H", "H", "H"], "xyz": [[5.16, 2.40, 3.47], [4.20, 3.73, 2.59], [3.61, 4.93, 3.90], [2.19, 2.85, 1.67], [0.84, 2.48, 3.17], [-0.59, 2.60, 2.72], [6.11, 2.27, 2.95], [4.66, 1.43, 3.48], [5.40, 2.67, 4.50], [3.73, 4.53, 4.91], [2.56, 5.17, 3.74], [4.17, 5.85, 3.81], [1.53, 4.07, 0.84], [2.49, 1.55, 0.77], [0.98, 1.50, 3.63], [1.03, 3.23, 3.95], [-0.59, 2.77, 1.72], [-0.98, 3.44, 3.14], [-4.17, 5.89, -0.09], [-3.03, 4.96, -0.44], [-1.76, 5.15, 0.36], [-0.76, 4.72, -0.57], [-1.23, 4.93, -1.80], [-0.57, 4.88, -2.80], [-2.56, 5.21, -1.78], [-5.02, 5.72, -0.75], [-4.49, 5.72, 0.94], [-3.86, 6.93, -0.20], [-3.36, 3.92, -0.39], [-1.72, 4.55, 1.26], [-1.58, 6.20, 0.61], [1.32, 2.54, -4.35], [0.80, 1.20, -4.80], [-0.58, 1.23, -5.42], [-1.09, -0.08, -5.11], [-0.43, -0.52, -4.00], [-0.72, -1.52, -3.42], [0.58, 0.30, -3.69], [2.28, 2.44, -3.85], [1.45, 3.19, -5.22], [0.62, 3.01, -3.67], [1.52, 0.70, -5.46], [-0.58, 1.38, -6.50], [-1.21, 1.98, -4.94], [2.82, 5.58, -1.85], [4.13, 4.91, -2.16], [4.74, 5.27, -3.50], [5.48, 4.09, -3.83], [4.88, 3.04, -3.21], [5.12, 1.90, -3.45], [3.98, 3.48, -2.32], [2.43, 5.23, -0.90], [2.96, 6.66, -1.80], [2.08, 5.34, -2.62], [4.85, 5.08, -1.35], [5.41, 6.13, -3.46], [3.98, 5.42, -4.26], [1.57, 11.31, 1.29], [2.70, 10.32, 1.24], [3.29, 10.07, -0.14], [3.76, 8.73, -0.03], [3.00, 8.09, 0.91], [3.00, 6.93, 1.11], [2.25, 9.00, 1.59], [1.17, 11.39, 2.30], [1.91, 12.30, 0.98], [0.76, 11.00, 0.63], [3.49, 10.60, 1.95], [4.11, 10.74, -0.39], [2.52, 10.12, -0.92], [-0.89, -4.67, -3.35], [-0.39, -5.55, -2.24], [1.07, -5.93, -2.33], [1.09, -7.22, -1.67], [-0.14, -7.76, -1.79], [-0.42, -8.88, -1.51], [-1.02, -6.85, -2.26], [-1.95, -4.49, -3.25], [-0.37, -3.71, -3.35], [-0.72, -5.16, -4.31], [-0.60, -5.09, -1.27], [1.74, -5.24, -1.84], [1.38, -6.07, -3.37], [-1.30, -6.18, 2.73], [-2.70, -6.03, 2.20], [-2.81, -5.95, 0.69], [-3.99, -5.14, 0.52], [-4.11, -4.35, 1.61], [-4.87, -3.44, 1.70], [-3.27, -4.75, 2.58], [-1.30, -6.17, 3.82], [-0.87, -7.13, 2.39], [-0.66, -5.36, 2.40], [-3.35, -6.81, 2.59], [-2.94, -6.91, 0.21], [-1.96, -5.42, 0.25], [6.75, -3.82, -2.78], [5.42, -3.16, -2.52], [4.56, -3.82, -1.47], [3.23, -3.49, -1.91], [3.28, -3.33, -3.26], [2.33, -3.28, -3.96], [4.56, -3.27, -3.68], [7.27, -3.32, -3.60], [7.37, -3.77, -1.89], [6.61, -4.86, -3.07], [5.55, -2.10, -2.30], [4.73, -3.45, -0.46], [4.66, -4.91, -1.48], [-7.90, -5.01, 3.44], [-8.34, -4.22, 4.64], [-7.30, -3.26, 5.19], [-7.65, -3.21, 6.58], [-8.26, -4.38, 6.90], [-8.50, -4.73, 8.01], [-8.55, -5.07, 5.78], [-8.67, -5.72, 3.14], [-7.70, -4.35, 2.60], [-7.00, -5.58, 3.66], [-9.28, -3.70, 4.44], [-7.35, -2.27, 4.75], [-6.29, -3.65, 5.09], [-3.71, -2.74, -4.60], [-5.05, -2.09, -4.43], [-5.94, -2.68, -3.36], [-7.26, -2.41, -3.86], [-7.17, -2.32, -5.21], [-8.11, -2.28, -5.94], [-5.88, -2.27, -5.60], [-3.15, -2.29, -5.42], [-3.12, -2.63, -3.69], [-3.83, -3.80, -4.82], [-4.94, -1.01, -4.28], [-5.81, -2.24, -2.38], [-5.82, -3.77, -3.29], [3.49, -3.65, 6.92], [2.94, -3.40, 5.54], [2.04, -4.49, 4.99], [2.25, -4.37, 3.58], [3.47, -3.82, 3.38], [4.01, -3.73, 2.33], [3.98, -3.38, 4.56], [4.17, -2.85, 7.21], [2.69, -3.70, 7.65], [4.06, -4.58, 6.94], [2.43, -2.43, 5.50], [0.99, -4.36, 5.23], [2.37, -5.49, 5.31]], "lowdin_charge": [-0.423, 0.640, -0.416, 0.115, -0.416, -0.108, -0.008, 0.000, 0.006, 0.011, -0.005, -0.010, -0.091, -0.133, 0.009, 0.013, -0.014, 0.021, -0.027, -0.322, -0.084, 0.049, -0.560, 0.138, 0.076, 0.084, 0.090, 0.088, 0.160, 0.114, 0.143, -0.002, -0.305, -0.086, 0.050, -0.557, 0.139, 0.111, 0.075, 0.099, 0.071, 0.160, 0.135, 0.137, -0.016, -0.300, -0.098, 0.050, -0.587, 0.146, 0.075, 0.044, 0.081, 0.077, 0.161, 0.132, 0.133, -0.028, -0.339, -0.103, 0.046, -0.543, 0.170, 0.080, 0.086, 0.088, 0.089, 0.157, 0.135, 0.137, -0.010, -0.306, -0.071, 0.066, -0.586, 0.142, 0.073, 0.067, 0.065, 0.102, 0.139, 0.122, 0.143, -0.016, -0.317, -0.080, 0.067, -0.573, 0.151, 0.084, 0.084, 0.095, 0.092, 0.157, 0.145, 0.119, -0.025, -0.314, -0.076, 0.045, -0.568, 0.159, 0.089, 0.086, 0.091, 0.088, 0.165, 0.135, 0.139, -0.021, -0.325, -0.082, 0.062, -0.573, 0.159, 0.079, 0.086, 0.091, 0.089, 0.157, 0.140, 0.139, -0.026, -0.315, -0.086, 0.058, -0.576, 0.154, 0.084, 0.090, 0.074, 0.092, 0.160, 0.139, 0.138, -0.024, -0.324, -0.098, 0.055, -0.561, 0.167, 0.088, 0.088, 0.090, 0.089, 0.164, 0.136, 0.136], "homo_ev": -3.416, "charge": -1, "spin_multiplicity": 1, "e_lumo_ev": 1.821}